# 1
Molecular formula: C22H30N6O
Method: DFT, wB97M-V/def2-TZVPD

```
59
Properties=species:S:1:pos:R:3
C 2.0354 4.3910 -4.8716
C 1.4910 3.5687 -3.7467
C 1.3775 4.1512 -2.4579
C 0.8889 3.4446 -1.4061
N 0.5071 2.1580 -1.5843
C -0.0107 1.2307 -0.7272
C -0.2253 1.4277 0.7307
N -1.6034 1.8348 0.9897
C -1.9501 1.9026 2.4020
C -2.8832 0.7916 2.8988
C -2.2993 -0.6186 2.7711
N -1.0726 -0.7816 3.5040
C -0.8911 -0.6960 4.8347
C 0.4464 -0.9160 5.0757
C 0.9969 -1.1291 3.8077
N 0.0666 -1.0443 2.8733
C -0.2303 0.1003 -1.4954
C -0.8888 -1.1208 -0.9755
O -1.8961 -1.0119 -0.2808
N -0.3446 -2.3109 -1.2760
C 0.8925 -2.4564 -2.0061
C 2.1374 -2.1808 -1.1480
C 1.9819 -2.5840 0.3210
C 1.3230 -3.9496 0.5410
C -0.1982 -3.8478 0.6566
C -0.8918 -3.5017 -0.6628
N 0.1457 0.3020 -2.7822
C 0.5856 1.5445 -2.8365
C 1.0910 2.2722 -3.9234
H 3.0427 4.7338 -4.6371
H 2.0671 3.8154 -5.7925
H 1.4141 5.2718 -5.0304
H 1.6794 5.1766 -2.3148
H 0.7723 3.8606 -0.4175
H 0.4342 2.2202 1.1049
H 0.0440 0.4908 1.2465
H -2.2195 1.1830 0.5102
H -2.4546 2.8631 2.5746
H -1.0328 1.9036 3.0000
H -3.8070 0.8203 2.3184
H -3.1341 0.9963 3.9428
H -3.0336 -1.3442 3.1381
H -2.0842 -0.8443 1.7232
H -1.7030 -0.4968 5.5048
H 0.9506 -0.9242 6.0202
H 2.0141 -1.3393 3.5419
H 0.8794 -1.7771 -2.8608
H 0.9226 -3.4810 -2.3832
H 2.3731 -1.1152 -1.1862
H 2.9770 -2.7193 -1.5927
H 1.3923 -1.8324 0.8494
H 2.9783 -2.5860 0.7690
H 1.6975 -4.3692 1.4773
H 1.5998 -4.6392 -0.2595
H -0.4343 -3.0771 1.3928
H -0.6047 -4.7966 1.0140
H -0.7945 -4.3295 -1.3715
H -1.9528 -3.3180 -0.4769
H 1.1452 1.7803 -4.8807
```

Computed properties:
LUMO: 0.8 eV
orbital gap: 0.3195 Ha
energy: -34289.6742 eV
relative energy (zero: lowest compared OMol25 entry of this formula, charge and spin): 0.000 eV



# 2
Molecular formula: C22H31AgN2O3
Method: DFT, wB97M-V/def2-TZVPD

```
59
Properties=species:S:1:pos:R:3
Ag -2.0427 0.5609 2.0909
C -2.9012 0.3015 6.1846
C -1.8713 0.0195 5.1053
C -0.5575 -0.4795 5.6840
O -2.3856 -0.9641 4.1686
C -1.6719 1.2657 4.1786
O -2.7475 1.8286 3.7987
O -0.5087 1.5603 3.8251
H -3.1015 -0.6008 6.7709
H -3.8235 0.6540 5.7272
H -2.5304 1.0762 6.8566
H -0.7039 -1.4474 6.1720
H -0.1702 0.2313 6.4139
H 0.1735 -0.5763 4.8838
H -2.7367 -1.7095 4.6695
C -0.8033 1.6360 -4.9566
C -0.7648 2.7271 -3.8754
C 0.6660 3.2659 -3.7292
C -1.6722 3.8804 -4.3090
C -1.2095 2.1125 -2.5550
C -2.3343 2.5352 -1.8577
C -2.6711 1.9069 -0.6706
N -1.9706 0.9068 -0.1480
C -0.8738 0.4888 -0.7935
C -0.4808 1.0680 -1.9905
C -0.1068 -0.6134 -0.1443
C 1.0183 -1.1858 -0.7193
C 1.7229 -2.1914 -0.0604
C 1.2355 -2.5859 1.1789
C 0.0956 -1.9773 1.6824
N -0.5598 -1.0200 1.0458
C 2.9620 -2.7988 -0.7010
C 2.5664 -3.4400 -2.0407
C 3.5995 -3.8737 0.1823
C 3.9998 -1.6929 -0.9441
H -0.5341 2.0607 -5.9254
H -1.8040 1.2076 -5.0350
H -0.1039 0.8288 -4.7346
H 0.9939 3.7109 -4.6701
H 1.3707 2.4761 -3.4664
H 0.7072 4.0300 -2.9513
H -1.3199 4.2801 -5.2604
H -1.6569 4.6894 -3.5768
H -2.7023 3.5482 -4.4484
H -2.9500 3.3482 -2.2115
H -3.5461 2.2171 -0.1123
H 0.4090 0.7141 -2.4907
H 1.3580 -0.8497 -1.6888
H 1.7237 -3.3506 1.7647
H -0.3126 -2.2634 2.6458
H 1.7992 -4.2015 -1.8901
H 3.4370 -3.9152 -2.4963
H 2.1814 -2.6991 -2.7425
H 2.9089 -4.6968 0.3731
H 3.9318 -3.4596 1.1357
H 4.4723 -4.2835 -0.3273
H 3.6157 -0.9163 -1.6068
H 4.8916 -2.1206 -1.4058
H 4.2895 -1.2239 -0.0025
```

Computed properties:
LUMO: -0.1 eV
orbital gap: 0.2886 Ha
energy: -36439.8855 eV



# 3
Molecular formula: C22H31BF2I2MoN2
Method: DFT, wB97M-V/def2-TZVPD

```
61
Properties=species:S:1:pos:R:3
Mo -0.2645 0.3225 0.1401
I 2.0028 1.0252 2.0780
C 0.7383 1.2376 3.7778
I -1.3025 0.9968 3.2884
H 0.8964 2.2334 4.1769
H 1.0220 0.4660 4.4860
C -1.3855 4.0015 0.7791
C -0.9637 2.8917 -0.1808
C 0.5161 2.9342 -0.5319
C -1.8115 2.7548 -1.4207
C -2.1511 3.8855 -2.1505
C -2.8147 3.7490 -3.3604
C -3.0976 2.4915 -3.8633
C -2.7666 1.3280 -3.1717
C -3.0063 -0.0159 -3.8315
C -2.3099 -0.0735 -5.1943
C -4.5011 -0.3141 -3.9702
C -2.1738 1.4991 -1.9152
N -1.8819 0.3877 -1.0625
C -2.7703 -0.5865 -0.8748
C -2.3575 -1.6260 -0.0725
C -2.8830 -2.8685 0.2891
C -1.8924 -3.5224 1.0029
C -0.7767 -2.6825 1.0958
N -1.0554 -1.4948 0.4633
C 0.5618 -3.0196 1.6934
C 0.6565 -2.4231 3.1024
C 1.6645 -2.4928 0.7764
C 0.7218 -4.5414 1.8081
H -0.7711 3.9955 1.6791
H -2.4344 3.9043 1.0529
H -1.2472 4.9677 0.2934
H -1.1657 1.9551 0.4756
H 0.6632 3.5295 -1.4348
H 0.9451 1.9495 -0.8420
H 1.1277 3.3181 0.2808
H -1.8914 4.8719 -1.7934
H -3.0867 4.6283 -3.9265
H -3.5742 2.4078 -4.8299
H -2.5511 -0.8018 -3.2183
H -2.7654 0.6179 -5.9022
H -2.3983 -1.0745 -5.6137
H -1.2513 0.1732 -5.1167
H -4.9788 0.4169 -4.6222
H -5.0297 -0.2805 -3.0158
H -4.6534 -1.2982 -4.4106
H -3.7442 -0.5284 -1.3448
H -3.8578 -3.2444 0.0278
H -1.9426 -4.5254 1.3871
H 0.5322 -1.3413 3.0899
H 1.6307 -2.6539 3.5341
H -0.1140 -2.8397 3.7506
H 1.5671 -1.4130 0.5634
H 1.6647 -3.0072 -0.1829
H 2.6407 -2.6159 1.2457
H 0.0123 -4.9679 2.5153
H 1.7215 -4.7689 2.1750
H 0.5972 -5.0325 0.8443
F 0.6007 -1.5223 -2.1495
B 0.5127 -0.2519 -1.8381
F 0.7752 0.6642 -2.7456
```

Computed properties:
LUMO (spin up / spin down): -8.5 / -8.4 eV
⟨S²⟩: 2.055
total charge: +2
2S+1: 3
orbital gap (spin up / spin down): 0.2129 / 0.2228 Ha
energy: -50452.1546 eV
relative energy (zero: lowest compared OMol25 entry of this formula, charge and spin): 0.313 eV



# 4
Molecular formula: C22H31ClNO14P3Tb
Method: DFT, wB97M-V/def2-TZVPD

```
73
Properties=species:S:1:pos:R:3
Tb -0.2537 0.5274 -0.8010
O 0.3308 -0.1382 1.5082
C -0.0434 0.2809 2.5944
C -0.2038 1.6629 2.9449
C -0.3958 1.9827 4.2860
C -0.4770 3.2888 4.6779
C -0.3926 4.3295 3.7215
C -0.2293 4.0450 2.4013
C -0.1116 2.6880 1.9338
O 0.0524 2.4276 0.7219
N -0.6315 3.6090 6.0979
O -0.6815 2.6906 6.9060
O -0.7102 4.7873 6.4180
H -0.2534 -0.4500 3.3959
H -0.4638 1.1975 5.0332
H -0.4686 5.3515 4.0679
H -0.1773 4.8317 1.6539
Cl -7.7479 -0.8511 -0.8131
C -6.1179 -0.3146 -0.5382
C -5.8715 1.0714 -0.4190
C -4.5777 1.5129 -0.1882
C -3.4901 0.6121 -0.0592
O -2.3155 1.0399 0.1913
C -3.7813 -0.8177 -0.2165
C -2.7358 -1.7800 -0.1445
O -1.5254 -1.5132 0.0709
C -5.0999 -1.2417 -0.4455
H -6.6924 1.7673 -0.5079
H -4.3540 2.5721 -0.0931
H -3.0410 -2.8306 -0.2835
H -5.3078 -2.3028 -0.5450
O 1.4445 0.1612 -2.8415
P 0.0733 -0.2678 -3.6224
O 0.3005 -1.2503 -4.6787
O -0.9411 -0.5496 -2.5027
O -0.3825 1.2016 -4.2128
P -0.7145 2.4401 -3.1976
O -2.0481 1.9370 -2.4450
O -0.9391 3.6850 -3.9275
O 0.3337 2.3072 -2.0672
H 1.1692 1.0883 -2.5598
H -2.8407 2.1829 -2.9431
C 0.5482 -4.8507 -2.1030
C 0.0615 -3.4201 -1.8700
P 1.1352 -2.2927 -0.8660
C 1.2739 -3.3234 0.6534
C 2.2459 -2.8089 1.7286
C 2.7287 -2.6575 -1.7372
C 3.9323 -1.7891 -1.3448
H -0.2498 -5.4302 -2.5788
H 0.8172 -5.3687 -1.1793
H 1.4094 -4.8789 -2.7749
H -0.9119 -3.4220 -1.3828
H -0.0757 -2.9404 -2.8333
H 1.5591 -4.3374 0.3696
H 0.2547 -3.3550 1.0516
H 3.2881 -2.8996 1.4036
H 2.1438 -3.3873 2.6533
H 2.0497 -1.7624 1.9664
H 2.5048 -2.4892 -2.7945
H 2.9594 -3.7181 -1.6079
H 3.6786 -0.7330 -1.4333
H 4.7862 -1.9910 -2.0016
H 4.2592 -1.9767 -0.3166
C 4.4541 1.9894 -0.2563
C 2.9555 2.1698 -0.3013
O 2.2616 0.9092 -0.1819
H 4.9498 2.9627 -0.3747
H 4.7928 1.3274 -1.0595
H 4.7704 1.5602 0.7033
H 2.6414 2.5936 -1.2458
H 2.6171 2.8405 0.4845
H 2.4716 0.5077 0.6573
```

Computed properties:
LUMO (spin up / spin down): 2.0 / -0.3 eV
⟨S²⟩: 12.669
total charge: -1
2S+1: 7
orbital gap (spin up / spin down): 0.1904 / 0.2150 Ha
energy: -116302.9567 eV
relative energy (zero: lowest compared OMol25 entry of this formula, charge and spin): 6.770 eV



# 5
Molecular formula: C22H31N3O3
Method: DFT, wB97M-V/def2-TZVPD

```
59
Properties=species:S:1:pos:R:3
C -0.2109 6.2783 4.7604
O -1.1475 5.9618 3.7632
C -0.8534 4.9380 2.9012
C 0.3107 4.1798 2.9228
C 0.4978 3.1653 2.0032
C -0.4537 2.8766 1.0241
N -0.2427 1.8077 0.1536
C -1.3420 1.3085 -0.6382
C -1.0315 -0.1324 -1.0518
N 0.1831 -0.1421 -1.8371
C 0.4241 -1.3318 -2.6344
C 0.9970 -2.5619 -1.8884
N 0.0707 -3.1462 -0.9513
C 0.2762 -3.1239 0.3865
O 1.2348 -2.5652 0.8782
C -0.7837 -3.8628 1.2168
C -2.1466 -3.1798 1.0587
C -0.3596 -3.8119 2.6855
C -0.8645 -5.3246 0.7616
C 1.3344 -0.9709 -3.7716
C 2.6906 -1.0181 -3.9191
C 2.9686 -0.5046 -5.2098
C 1.7627 -0.1834 -5.7480
O 0.7709 -0.4641 -4.8875
C 1.2875 0.3178 -1.0169
C 0.9970 1.7563 -0.5949
C -1.6188 3.6486 1.0124
C -1.8151 4.6538 1.9356
H 0.7459 6.5949 4.3307
H -0.6433 7.1063 5.3206
H -0.0411 5.4345 5.4380
H 1.0794 4.3595 3.6583
H 1.3986 2.5737 2.0622
H -2.2515 1.3128 -0.0351
H -1.5027 1.9120 -1.5467
H -1.8570 -0.5213 -1.6530
H -0.9337 -0.7374 -0.1377
H -0.5440 -1.6080 -3.0734
H 1.8797 -2.2736 -1.3161
H 1.2840 -3.3125 -2.6327
H -0.7496 -3.5912 -1.3274
H -2.4821 -3.1747 0.0233
H -2.0989 -2.1512 1.4096
H -2.8907 -3.7068 1.6527
H -0.2510 -2.7803 3.0094
H -1.1001 -4.3040 3.3116
H 0.5996 -4.3056 2.8169
H 0.1215 -5.7837 0.7842
H -1.5160 -5.8811 1.4324
H -1.2642 -5.4170 -0.2462
H 3.4059 -1.3786 -3.2086
H 3.9312 -0.3935 -5.6648
H 1.4877 0.2313 -6.6973
H 2.2037 0.2916 -1.6090
H 1.4156 -0.3021 -0.1155
H 1.8155 2.1359 0.0143
H 0.9188 2.3775 -1.5034
H -2.3811 3.4777 0.2687
H -2.7164 5.2465 1.9192
```

Computed properties:
LUMO: 0.6 eV
orbital gap: 0.2894 Ha
energy: -33929.4658 eV
relative energy (zero: lowest compared OMol25 entry of this formula, charge and spin): 3.566 eV



# 6
Molecular formula: C22H31N5O3
Method: DFT, wB97M-V/def2-TZVPD

```
61
Properties=species:S:1:pos:R:3
C 1.8887 3.4115 2.5925
H 1.0679 2.9736 2.8814
H 2.6719 3.6840 3.3129
H 1.6553 4.3251 2.0051
C 2.5097 2.2871 1.3547
C 1.5245 2.0711 0.4092
N 0.3334 2.5612 0.4440
N -0.4137 2.4489 -0.8817
C -0.1317 1.6485 -1.9268
O -0.8383 1.3955 -2.7491
C 1.1895 1.2527 -1.7383
C 1.8145 0.3126 -2.7359
C 3.1661 -0.2370 -2.1248
C 3.2204 0.7081 -0.7462
N 2.0253 1.2909 -0.7558
C 4.3823 0.2685 -0.0830
C 5.0794 -0.6897 -1.0655
O 4.2381 -0.8090 -2.1306
H 6.1038 -0.9056 -1.1600
H 4.8394 0.6658 0.8418
H 1.5076 -0.1262 -3.6719
C -1.7945 3.1878 -0.5423
H -1.9555 3.5216 -1.6524
H -1.6311 4.0037 0.1362
C -2.7948 2.3630 -0.3749
O -3.2385 2.4499 0.9245
N -3.1182 0.9967 -0.9442
H -2.5664 1.1847 -1.8261
C -4.2973 0.2520 -0.5065
H -4.2764 0.2321 0.5431
H -5.1401 0.8107 -1.0769
C -4.0464 -1.1419 -1.2969
H -3.8303 -1.0189 -2.2277
H -4.9552 -1.8090 -1.0180
C -2.8912 -1.9409 -0.5088
N -1.5163 -1.1526 -0.8604
C -1.1628 -1.7875 -2.4001
H -0.1855 -1.4318 -2.1913
H -1.8812 -1.3051 -2.9418
H -1.3427 -2.7605 -2.2506
C -0.4155 -1.6397 0.2396
C -0.4122 -2.9474 0.7570
C 0.8571 -3.1580 1.4482
C 0.7474 -2.3569 2.6672
C 0.4462 -0.7124 2.1348
C -0.5317 -0.7516 1.3086
H -1.4701 -1.1301 1.9384
H -0.7426 0.1970 1.0580
H 1.4490 -0.3284 1.5449
H 0.2956 -0.0662 3.1312
H 1.7191 -2.2234 3.2141
H -0.0238 -2.5194 3.1880
H 2.0281 -2.7468 0.7557
H 1.1708 -4.2340 1.8327
H -1.0325 -3.4477 1.1773
H -0.0921 -3.5574 -0.1510
H 0.4005 -1.2857 -0.4849
H -3.0490 -1.7781 0.6221
H -2.9230 -2.8473 -0.7546
H 3.5534 2.8883 1.4031
H 2.8155 1.4537 1.9126
```

Computed properties:
LUMO: 0.1 eV
orbital gap: 0.2906 Ha
energy: -36887.7573 eV
relative energy (zero: lowest compared OMol25 entry of this formula, charge and spin): 25.366 eV



# 7
Molecular formula: C22H31N5O3S
Method: DFT, wB97M-V/def2-TZVPD

```
62
Properties=species:S:1:pos:R:3
C -7.0615 -2.1033 -0.2421
C -5.7304 -1.8008 0.4415
N -4.8367 -0.9780 -0.3461
C -4.3489 -1.4858 -1.6144
C -3.4520 -2.7070 -1.4481
S -5.1702 0.6570 -0.3697
O -6.0603 0.9725 0.7129
O -5.5575 1.0757 -1.6918
C -3.5722 1.3965 0.0094
C -2.5301 0.5769 0.3848
C -1.2919 1.1312 0.6970
N -0.1982 0.3537 1.0781
C -0.0558 -0.9938 1.0576
O -0.8973 -1.7959 0.7167
C 1.3223 -1.4226 1.5616
N 2.3285 -0.4106 1.3003
C 2.6819 -0.3052 -0.1186
C 4.0278 -0.9551 -0.4311
N 5.0663 -0.2707 0.3092
C 6.1951 0.1530 -0.3244
C 7.1343 1.0016 0.2902
C 8.2697 1.3436 -0.4104
C 8.4577 0.8562 -1.6990
C 7.4708 0.0421 -2.2218
N 6.3777 -0.3043 -1.5672
C 4.6878 0.2137 1.6174
C 3.5052 -0.5903 2.1425
C -1.1389 2.5149 0.6385
C -2.2017 3.3204 0.2786
C -3.4433 2.7798 -0.0439
C -4.6023 3.6407 -0.4183
H -6.9208 -2.7253 -1.1230
H -7.5325 -1.1693 -0.5396
H -7.7188 -2.6257 0.4482
H -5.2057 -2.7242 0.7006
H -5.9153 -1.2342 1.3552
H -5.1809 -1.7147 -2.2923
H -3.7820 -0.6663 -2.0607
H -3.0108 -2.9582 -2.4092
H -4.0225 -3.5642 -1.1006
H -2.6530 -2.5083 -0.7391
H -2.6811 -0.4863 0.4395
H 0.6452 0.8526 1.3436
H 1.5601 -2.4050 1.1261
H 1.2339 -1.5542 2.6452
H 2.7388 0.7578 -0.3812
H 1.8956 -0.7602 -0.7232
H 4.0063 -2.0189 -0.1629
H 4.2677 -0.8764 -1.4920
H 6.9744 1.3866 1.2838
H 9.0062 1.9935 0.0410
H 9.3359 1.1063 -2.2715
H 7.5492 -0.3641 -3.2226
H 5.5252 0.0905 2.3115
H 4.4202 1.2806 1.5853
H 3.2537 -0.2469 3.1511
H 3.8025 -1.6485 2.2104
H -0.1837 2.9578 0.8829
H -2.0683 4.3917 0.2476
H -5.4428 3.4278 0.2403
H -4.9282 3.4049 -1.4298
H -4.3446 4.6949 -0.3540
```

Computed properties:
LUMO: 0.4 eV
orbital gap: 0.3146 Ha
energy: -47745.5794 eV
relative energy (zero: lowest compared OMol25 entry of this formula, charge and spin): 2.505 eV



# 8
Molecular formula: C22H31N5OS3V
Method: DFT, wB97M-V/def2-TZVPD

```
63
Properties=species:S:1:pos:R:3
V 0.2482 0.4517 0.1648
C -1.7877 -4.7326 -1.6670
S -1.5193 -3.1728 -2.5346
C -0.8808 -2.1874 -1.3029
S -0.5023 -0.5373 -1.8080
N -0.7111 -2.5707 -0.0907
N -0.1815 -1.5605 0.7039
C 0.1395 -1.9174 1.8918
C 0.6589 -0.8764 2.7649
C 1.0400 -1.0522 4.0634
C 1.4541 0.0679 4.7912
C 1.4579 1.3116 4.1847
C 1.0691 1.4150 2.8612
N 0.6847 0.3322 2.1593
H -2.0371 -5.4437 -2.4524
H -2.6187 -4.6357 -0.9726
H -0.8806 -5.0417 -1.1554
H 0.0004 -2.9463 2.2028
H 1.0127 -2.0393 4.5085
H 1.7590 -0.0376 5.8259
H 1.7544 2.2015 4.7242
H 1.0545 2.3699 2.3565
C 5.2726 1.9933 -2.8520
N 4.4026 1.6244 -1.7154
C 3.2857 0.9669 -1.8488
N 2.8117 0.5998 -3.0220
S 2.4347 0.5008 -0.3681
H 6.0891 2.5926 -2.4672
H 4.7139 2.5869 -3.5754
H 5.6797 1.0993 -3.3232
H 4.7102 1.8398 -0.7783
H 3.3214 0.7712 -3.8785
H 1.9694 0.0474 -3.0823
C 0.7932 4.0728 -0.1659
C -0.4084 3.8660 -1.0950
C -0.1114 2.7876 -2.1470
C -1.6943 3.6343 -0.3190
C -2.6232 4.6453 -0.2520
C -3.8270 4.4651 0.4288
C -4.1363 3.2445 1.0211
C -3.2615 2.1764 0.9775
C -3.6739 0.8579 1.6072
C -2.8644 0.5617 2.8793
C -3.6733 -0.3063 0.6087
C -2.0328 2.4361 0.3351
O -1.0637 1.4363 0.3381
H 1.6748 4.3659 -0.7418
H 1.0504 3.1527 0.3647
H 0.6039 4.8526 0.5736
H -0.5618 4.7981 -1.6333
H 0.3843 1.9062 -1.7095
H 0.5886 3.1707 -2.8922
H -1.0049 2.4467 -2.6697
H -2.4161 5.5889 -0.7437
H -4.5396 5.2788 0.4773
H -5.0882 3.1155 1.5207
H -4.7076 0.9998 1.9180
H -1.7916 0.5323 2.6821
H -3.1682 -0.4004 3.2986
H -3.0397 1.3240 3.6404
H -2.7291 -0.4104 0.0790
H -4.4505 -0.1669 -0.1443
H -3.8802 -1.2432 1.1298
```

Computed properties:
LUMO (spin up / spin down): -11.7 / -11.7 eV
total charge: +3
orbital gap (spin up / spin down): 0.1955 / 0.1955 Ha
energy: -90982.3661 eV